Density functional theory data (the ωB97M-V functional and the def2-TZVPD basis) for a cluster of 2 separate species, CH3N2PS in total at a distorted geometry.

Values from the calculation:
SMILES	[H]/N=P\S.C#N
DFT total energy	-888.90132	a.u.
energy relative to the best compared isomer or geometry (same formula, charge and spin)	1.800	eV
gap between HOMO and LUMO	9.199	eV
LUMO energy	-0.005	hartree
charge	0

The geometry in XYZ format:
```
8
Properties=species:S:1:pos:R:3:forces:R:3
S 0.0794 2.5392 2.0517 -3.134 -1.310 1.571
P -0.4458 0.6580 0.9831 2.505 0.609 0.444
N -1.9312 0.5011 1.0352 -3.346 1.350 -0.390
N 0.4852 -2.2688 -1.4867 0.169 -0.225 -0.414
C 1.2655 -2.6672 -2.2296 1.412 -0.199 -0.492
H 2.1347 -2.9912 -2.8618 -1.578 0.439 0.911
H -2.6272 1.2956 1.1344 1.157 -1.483 0.338
H 1.0395 2.9332 1.3738 2.815 0.820 -1.968
```
Forces are in eV/Å.

Here are the natural (NBO) charges for atoms 1 to 5, given in e:
1. S -0.42
2. P 1.07
3. N -1.17
4. N -0.31
5. C 0.06

---

Density functional theory data (the ωB97M-V functional and the def2-TZVPD basis) for a structure of composition C4H7NOS2 at a distorted geometry.

Values from the calculation:
DFT total energy	-1082.75175	a.u.
energy relative to the best compared isomer or geometry (same formula, charge and spin)	6.615	eV
gap between HOMO and LUMO	8.911	eV
LUMO energy	0.022	hartree
charge	0

The geometry in XYZ format:
```
15
Properties=species:S:1:pos:R:3:forces:R:3
S 0.7215 -1.4539 0.7307 -0.800 -0.862 0.827
S -1.7621 -0.3822 -0.6715 -1.264 0.399 -0.589
O 2.7764 1.6551 -0.3933 -0.241 -0.131 -2.131
N 1.7908 0.6152 -0.3372 0.037 1.432 -3.688
C -1.5084 1.2638 -0.0172 -3.352 -0.128 3.047
C -2.6636 1.5708 0.8512 2.854 -1.363 0.279
C -0.2971 -1.3079 -0.7336 4.007 -3.021 -3.192
C 1.6951 -0.0742 0.6870 1.609 1.496 0.890
H -0.5152 -2.4458 -0.8109 -0.597 1.956 0.003
H -0.5268 1.6857 -0.3273 -1.251 0.528 0.479
H -3.2409 0.4814 1.1201 1.227 3.707 -0.766
H 2.3144 0.2391 1.5112 0.189 -0.589 0.821
H -2.8929 2.5978 1.5990 0.869 -3.217 -2.865
H 2.8753 1.8595 -1.4298 -0.677 -0.908 3.570
H 0.5330 -1.3025 -1.8268 -2.611 0.702 3.315
```
Forces are in eV/Å.

Here are the natural (NBO) charges for atoms 1 to 5, given in e:
1. S 0.33
2. S 0.29
3. O -0.58
4. N -0.19
5. C -0.38

---

Density functional theory data (the ωB97M-V functional and the def2-TZVPD basis) for a cluster of 2 separate species, C5H8O in total.

Values from the calculation:
SMILES	C=C=C.CC=O
DFT total energy	-270.45877	a.u.
energy relative to the best compared isomer or geometry (same formula, charge and spin)	2.697	eV
gap between HOMO and LUMO	10.783	eV
LUMO energy	0.038	hartree
charge	0

The geometry in XYZ format:
```
14
Properties=species:S:1:pos:R:3:forces:R:3
O -0.0762 -1.8047 0.1230 -0.667 0.154 0.303
C -1.8389 -0.3951 -0.6345 0.085 -0.176 0.141
C -0.8368 -0.8948 0.3709 -0.113 -0.311 -0.173
C 1.5552 0.7533 0.1295 0.070 -0.331 0.061
C 2.2578 -0.3277 -0.0820 -0.034 0.815 0.169
C 0.6530 1.6591 0.4204 0.319 0.001 -0.016
H -0.9385 -0.4949 1.4010 0.126 -0.075 -0.156
H 0.1311 2.2202 -0.3500 0.079 -0.084 0.082
H 0.4374 1.8898 1.4628 0.090 0.089 -0.203
H -1.5031 -0.5880 -1.6562 -0.046 -0.016 0.188
H -2.6892 -1.0478 -0.4022 -0.256 0.231 -0.313
H -2.1367 0.6490 -0.5095 0.083 -0.206 0.122
H 3.3269 -0.3963 -0.2331 -0.060 0.261 0.017
H 1.6582 -1.2222 -0.0401 0.324 -0.353 -0.222
```
Forces are in eV/Å.

Here are the natural (NBO) charges for atoms 1 to 5, given in e:
1. O -0.57
2. C -0.72
3. C 0.45
4. C 0.11
5. C -0.50

---

Density functional theory data (the ωB97M-V functional and the def2-TZVPD basis) for a cluster of 9 separate species, C54H99N11O13S2 in total at a distorted geometry.

Values from the calculation:
SMILES	C#Cc1c(C)c2c(c(C[C@@H](O)CN)c1CCCCS(=O)(=O)O)Sc1c(CN)cc(OC[C@@H](C)CC(C)C)cc1N2.CNC(C)=O.CNC(C)=O.CNC(C)=O.CNC(C)=O.CNC(C)=O.CNC(C)=O.CNC(C)=O.CNC(C)=O
DFT total energy	-4493.81321	a.u.
gap between HOMO and LUMO	7.752	eV
LUMO energy	0.011	hartree
charge	0

The geometry in XYZ format:
```
179
Properties=species:S:1:pos:R:3:forces:R:3
S 0.7367 4.6912 -4.2459 -0.108 -0.386 0.110
S 9.1291 2.0554 -4.2323 3.223 1.079 -2.356
O 1.1331 1.8585 3.3585 -0.071 -0.055 -0.065
O 10.2593 1.5046 -4.9425 -0.671 -1.192 0.454
O 9.2167 3.4882 -4.3001 -1.640 -0.094 1.320
O -6.5056 -4.7783 0.3076 -0.369 -0.253 0.346
O 0.7197 -2.5049 3.8824 0.017 -0.029 0.079
O 2.4531 -5.9585 1.7928 -0.061 -0.417 -0.273
O 9.2516 1.5282 -2.6987 -1.217 0.033 -0.933
O 0.9909 -7.6356 7.4080 0.142 -0.447 0.302
O -4.5393 1.8619 -4.6461 0.908 -0.003 1.015
O 0.4852 1.2092 -0.5270 -0.030 0.268 -0.283
O 1.9815 7.4383 5.4768 0.004 0.002 -0.050
O 2.6976 2.9666 -0.4342 -0.445 0.433 -0.253
O -3.7116 5.4629 -0.3883 -0.223 -0.015 0.200
N -5.3149 6.2731 0.9459 -0.016 0.024 -0.318
N 2.8302 -7.3414 0.0747 -0.025 -0.143 0.333
N 2.4685 6.5532 0.1425 0.783 -0.017 -0.056
N 0.8686 -9.6832 8.3046 0.320 0.085 -0.157
N 0.1617 2.2214 -5.7136 0.109 0.731 1.004
N -2.8311 6.8206 -3.6998 0.273 -0.645 0.182
N -8.3261 -3.7436 1.0958 0.050 -0.336 0.087
N 0.5693 -4.5409 4.8054 0.403 0.115 -0.312
N 3.8892 6.3653 5.0030 -0.087 0.243 -0.220
N 0.5424 -0.6661 0.6885 -0.101 0.203 -0.463
N -0.5010 2.6682 4.6576 -0.021 0.045 -0.307
C 1.3538 -10.9897 8.7068 -0.513 0.156 0.087
C 2.8503 3.1363 -3.2220 0.230 -0.415 -0.387
C 4.0299 -1.6488 -3.3711 0.029 0.563 -0.324
C -5.0665 -2.2305 -2.1784 1.791 0.401 1.191
C -3.2683 3.7949 -3.8467 -0.083 0.480 0.382
C 0.3395 -0.8476 -1.7462 -0.048 0.098 -0.140
C -0.9168 3.9647 -4.3299 0.529 -0.622 -0.306
C -0.6237 3.0246 2.2294 0.083 0.019 -0.081
C -6.5512 6.9543 1.2767 0.325 -0.209 0.378
C 6.1184 2.0850 -3.0354 -0.956 -0.325 0.385
C -5.5226 6.5873 -1.4809 0.010 -0.138 -0.078
C 2.7118 -3.8332 3.8540 0.153 -0.037 -0.058
C -4.0608 -1.7414 -3.2725 -1.310 -0.205 -0.917
C 0.4607 -0.0197 -0.4909 0.106 -0.059 0.390
C -1.7369 3.3613 4.9591 0.328 -0.210 0.401
C 1.2662 -3.5624 4.1738 -0.188 0.183 0.020
C -7.5211 -4.8322 0.9860 0.172 0.145 -0.159
C -0.9945 2.7568 -5.0743 -0.928 -0.045 -0.048
C 5.0485 6.0036 4.2109 -0.104 -0.245 0.481
C -3.3600 2.5922 -4.5473 1.027 -0.044 -1.072
C 2.8993 7.2452 4.6926 -0.189 0.054 0.231
C -9.5606 -3.6110 1.8454 0.207 0.411 -0.288
C 2.5716 -8.2895 2.3240 0.002 0.015 0.085
C 2.5669 4.2700 -0.9843 0.560 0.369 0.431
C 3.2888 4.3488 -2.3877 -0.999 -0.584 0.843
C 0.0782 2.4699 3.4423 0.241 -0.110 0.016
C 1.9580 0.8487 -4.7715 0.524 0.155 0.686
C 1.7303 3.1904 -4.0698 -0.691 -0.132 -0.361
C -4.7735 6.0620 -0.2825 0.160 -0.102 0.055
C 3.0767 0.7840 -3.8908 0.387 -0.350 -0.645
C -1.9870 5.8345 -2.9280 -0.728 -0.015 -0.444
C -5.0408 -1.1466 -1.0284 -0.264 -0.368 -0.741
C 2.6111 -7.1036 1.3929 -0.029 0.261 -0.080
C 1.5444 -0.3980 -5.5714 -0.830 1.111 0.059
C -4.4716 -3.5507 -1.5797 -0.133 0.561 -0.054
C 1.2869 2.0903 -4.8492 0.680 -0.772 0.079
C -4.6414 -0.6187 -4.2106 0.489 -0.441 -0.329
C -2.0492 4.5186 -3.7105 0.437 -0.900 -0.113
C 3.1941 5.2771 0.0528 -0.658 -0.771 -0.144
C 2.9854 7.9539 3.3652 -0.001 -0.044 0.034
C 3.5427 1.8932 -3.1395 0.109 -0.004 0.192
C 1.5506 -8.6874 7.6809 -0.271 0.160 0.053
C -4.0124 -0.8232 -5.6229 0.025 -0.048 -0.136
C -2.2113 2.0622 -5.1938 0.337 1.025 0.532
C -7.9270 -6.0837 1.7228 0.041 -0.064 -0.005
C 7.6493 1.4064 -5.0605 -0.880 -1.231 0.578
C -4.4921 0.8166 -3.6299 -1.245 -0.211 0.394
C 3.0011 -8.9321 7.3464 0.029 0.057 -0.046
C 0.5279 -2.0980 0.9287 0.005 0.243 0.154
C 4.7921 1.7177 -2.2495 0.236 0.420 -0.885
C 1.0392 -5.8512 5.2271 -0.591 0.517 -0.069
C 6.4529 1.0370 -4.1312 -0.305 0.693 -0.044
C 3.7573 -0.5360 -3.7795 -1.000 -0.072 1.336
C 3.0385 -8.6158 -0.5862 -0.001 0.463 -0.279
H 3.5736 -9.1149 8.2568 0.048 -0.130 -0.079
H 0.0235 2.2697 5.4209 -0.034 0.013 -0.011
H -6.0941 -2.3525 -2.5681 0.556 -0.069 -0.019
H 4.0123 -8.6008 -1.0790 -0.020 -0.229 -0.017
H 8.5322 0.8888 -2.5410 0.267 0.123 0.160
H 3.1099 4.7623 1.0350 0.246 0.213 -0.577
H -2.2130 3.7472 4.0631 0.091 -0.047 -0.024
H -2.8392 6.4612 -4.6534 -0.069 0.599 0.062
H -1.6123 2.5730 2.1279 -0.060 0.166 -0.036
H 4.7685 2.3984 -1.3835 -0.321 -0.615 -0.319
H -2.4516 5.6710 -1.9297 0.584 0.217 -0.689
H -10.3637 -3.3453 1.1556 -0.148 -0.056 0.169
H 6.5478 0.0258 -3.6782 0.200 0.595 -0.287
H 2.3991 -11.1303 8.4506 -0.035 0.080 -0.020
H -4.5705 -1.6286 -6.1382 0.310 0.316 0.252
H 1.2308 -11.0930 9.7863 0.144 -0.182 -0.014
H 3.0039 -9.4452 0.1129 -0.013 0.083 0.036
H 3.4070 -8.0515 6.8543 -0.125 0.017 0.043
H -3.0776 -1.4400 -2.8581 -0.538 -0.113 0.038
H -0.0425 2.7857 1.3413 0.017 -0.094 0.098
H 0.6234 -0.0467 1.4869 0.114 -0.096 0.073
H -0.0395 1.3723 -6.2248 0.005 0.189 0.131
H -0.3906 -4.2948 4.9892 0.031 -0.036 0.033
H 5.0226 4.9290 4.0204 0.154 0.038 -0.175
H -4.1555 4.1988 -3.3392 0.348 -0.286 -0.288
H -6.5090 6.1231 -1.5422 -0.063 0.156 0.043
H 2.7905 -4.6991 3.1868 0.064 0.293 0.418
H -2.9550 -1.1670 -5.5592 -0.560 0.341 0.039
H 4.2672 5.4230 -0.1936 -0.598 0.148 0.305
H 1.7714 -1.3420 -5.0549 0.222 0.501 -0.318
H 2.9666 5.3071 -2.8356 0.530 -0.467 -0.025
H 2.9639 7.2296 2.5487 0.092 0.133 -0.104
H 5.5577 0.9831 -4.7880 0.582 -0.119 0.319
H 5.0734 6.5343 3.2643 -0.085 0.012 0.049
H 3.7688 5.9280 5.9032 0.012 -0.021 -0.045
H -9.8216 -4.5291 2.3620 0.077 -0.003 -0.048
H 1.7647 -8.9665 2.0395 0.111 -0.104 -0.001
H 5.9415 3.0863 -3.4828 0.380 -0.514 0.124
H -3.5832 -3.2425 -0.9846 -0.316 -0.303 -0.376
H 0.7553 -11.7552 8.2096 0.165 -0.152 0.063
H 0.4377 -0.3778 -5.7045 0.650 -0.167 0.009
H -5.1676 -4.0566 -0.8802 0.588 0.337 -0.804
H 3.8976 8.5518 3.3148 0.034 -0.084 -0.122
H 4.2600 -2.6267 -2.9676 0.002 0.612 -0.443
H -5.7171 -0.3044 -1.2832 0.343 -0.424 0.419
H 3.5270 -8.8164 2.3054 -0.088 -0.125 -0.044
H 2.3886 -7.9409 3.3377 -0.013 0.098 -0.091
H -0.9589 6.2353 -2.8557 -0.380 -0.610 0.144
H 5.9506 6.2389 4.7799 0.122 -0.020 -0.197
H 7.9852 0.4864 -5.5820 0.101 0.571 0.440
H -1.5195 4.1895 5.6367 -0.212 0.092 -0.057
H -4.7601 5.8953 1.6985 -0.032 0.031 -0.002
H -4.0603 0.0686 -6.2748 -0.066 -0.389 0.442
H 3.2744 -4.0112 4.7732 0.022 -0.067 -0.038
H 3.1367 -2.9657 3.3525 -0.125 0.054 0.087
H -5.6220 7.6719 -1.4181 -0.137 -0.027 -0.036
H -5.3000 -1.5952 -0.0483 0.029 0.372 -0.507
H -0.0934 -9.4499 8.4968 0.027 -0.027 0.014
H 3.0945 -9.7821 6.6684 0.100 -0.061 0.116
H -0.3126 -2.3314 1.5804 0.119 -0.213 0.022
H -3.6113 0.9556 -2.9748 -0.196 -0.233 -0.559
H 2.9371 7.2857 -0.3784 -0.412 -0.106 -0.091
H -0.7122 4.1101 2.3053 -0.179 -0.028 0.005
H -9.4435 -2.8080 2.5754 -0.190 -0.081 0.103
H -2.2080 1.1347 -5.7774 -0.329 0.380 0.380
H 0.4385 -2.6645 0.0053 -0.004 0.148 -0.055
H -4.1248 -4.2143 -2.3999 -0.304 0.164 0.576
H -5.3787 1.0033 -2.9825 0.570 -0.081 -0.305
H 4.8151 0.6657 -1.9084 0.126 0.594 0.028
H 1.2138 -1.4909 -1.8601 -0.091 -0.097 -0.015
H 0.9090 -5.9395 6.2964 0.120 -0.133 -0.065
H -7.9926 -2.9451 0.5774 -0.030 -0.005 0.027
H -3.8632 -2.6104 -3.9406 -0.054 0.467 0.362
H -4.9678 6.3456 -2.3850 0.100 0.081 0.101
H 2.1318 8.6183 3.2571 -0.008 -0.077 0.119
H 2.8432 -6.5035 -0.4862 -0.007 -0.039 -0.006
H 0.4316 -6.6128 4.7320 0.163 -0.178 0.083
H -7.2035 6.2596 1.8094 -0.175 0.150 -0.037
H -7.9696 -5.8933 2.7962 -0.148 -0.054 -0.014
H 4.3722 4.3197 -2.1628 -0.536 0.182 -0.489
H 2.2632 -8.7498 -1.3426 0.061 -0.221 -0.005
H 6.8976 2.1853 -2.2550 -0.189 0.018 -0.593
H 0.2843 -0.1836 -2.6076 0.031 0.080 0.116
H -5.7243 -0.8514 -4.3188 0.563 0.379 0.069
H -2.4167 2.6670 5.4581 -0.176 0.148 -0.043
H 1.4516 -2.3729 1.4344 -0.113 -0.199 0.019
H 1.4946 4.5488 -1.0773 0.451 -0.268 -0.189
H -7.0624 7.3181 0.3912 0.084 -0.046 -0.019
H 1.9966 -0.3252 -6.5782 -0.133 -0.437 0.433
H 1.4971 6.4563 -0.1316 0.219 0.137 -0.087
H -7.1892 -6.8604 1.5386 0.031 0.121 -0.064
H -4.0034 -0.7558 -0.9979 -0.589 -0.128 0.328
H 1.8661 2.4872 -0.6050 0.226 -0.260 0.189
H -8.8964 -6.4348 1.3659 -0.040 0.009 0.154
H 7.3392 2.0955 -5.8701 0.503 0.157 0.833
H -0.5694 -1.4517 -1.7140 0.101 -0.132 -0.004
H 2.0849 -6.0054 4.9766 -0.035 0.118 -0.062
H -6.3237 7.7966 1.9328 -0.215 0.078 -0.043
H -2.3924 7.7370 -3.6891 -0.094 -0.176 -0.137
```
Forces are in eV/Å.

Here are the Löwdin charges for atoms 1 to 5, given in e:
1. S 1.03
2. S 0.61
3. O 0.03
4. O -0.32
5. O -0.29

---

- Which value of charge does entry 3 give?
  0